Version 1
C3H5NS | the ωB97M-V functional and the def2-TZVPD basis

**SMILES**: S=CN1CC1
**Spin multiplicity**: 1
**Frontier orbital gap**: 8.54 eV
**M**: 87.1 g mol⁻¹

Each line ends with the Mulliken charge.
Element x y z (Å)
C -1.451 -0.728 0.339  -0.08
C 0.863 -0.008 -0.837  -0.26
C 0.798 0.651 0.534  -0.25
N 0.374 -0.694 0.317  -0.36
S -2.460 0.002 -0.678  -0.15
H -1.780 -1.231 1.293  0.31
H 0.141 0.079 -1.699  0.13
H 1.772 -0.314 -1.205  0.23
H 1.659 0.757 1.133  0.23
H 0.084 1.487 0.803  0.19

Version 2
C3H5NS | the ωB97M-V functional and the def2-TZVPD basis

**SMILES**: C=CNC=S
**Spin multiplicity**: 1
**Frontier orbital gap**: 8.63 eV
**M**: 87.1 g mol⁻¹

Each line ends with the Mulliken charge.
Element x y z (Å)
C -0.540 -0.043 -1.480  -0.74
C -0.397 -0.824 -0.425  -0.04
C 0.757 0.778 1.162  0.04
H -0.297 0.947 -1.685  0.31
H -1.300 -0.446 -2.193  0.18
H -0.978 -1.697 -0.238  0.32
H 0.274 -1.216 1.574  0.30
H 1.034 0.954 2.357  0.22
N 0.236 -0.345 0.838  -0.20
S 1.211 1.892 0.091  -0.41

Version 3
C3H5NS | the ωB97M-V functional and the def2-TZVPD basis

**SMILES**: S=C[C@H]1CN1
**Spin multiplicity**: 1
**Frontier orbital gap**: 8.50 eV
**M**: 87.1 g mol⁻¹

Each line ends with the Mulliken charge.
Element x y z (Å)
C -1.468 -0.248 -0.188  -0.21
C -0.069 0.366 -0.324  0.09
C 1.029 0.412 0.720  -0.31
H -1.388 -1.167 0.435  0.27
H -0.018 0.895 -1.232  0.29
H 1.916 1.113 0.556  0.20
H 1.109 0.169 1.827  0.21
H 0.477 -1.355 -0.175  0.20
N 0.960 -0.545 -0.422  -0.47
S -2.548 0.360 -1.197  -0.26

version 2 has the most favorable energy; the next structure is 109.1 kJ/mol above.

Version 1
C4H10NO | the ωB97M-V functional and the def2-TZVPD basis

**Spin multiplicity**: 1
**Frontier orbital gap**: 7.97 eV
**M**: 88.1 g mol⁻¹
**Net charge**: +1

Each line ends with the Mulliken charge.
Element x y z (Å)
C 0.503 -1.579 0.325  -1.16
C -0.285 -0.863 -0.527  0.85
O 0.178 0.141 -1.319  -0.45
C -1.781 -1.029 -0.689  -1.44
H 0.038 -2.101 1.133  0.37
H 1.570 -1.613 0.213  0.42
H -0.508 0.333 -1.969  0.30
H -2.177 -1.659 0.069  0.36
H -2.338 -0.089 -0.664  0.40
H -1.975 -1.468 -1.662  0.39
C 1.452 2.014 0.406  -0.06
N 0.799 1.280 1.276  -0.08
H 1.932 1.541 -0.444  0.28
H 1.530 3.083 0.586  0.30
H 0.321 1.776 2.036  0.29
H 0.743 0.232 1.228  0.24

Version 2
C4H10NO | the ωB97M-V functional and the def2-TZVPD basis

**Spin multiplicity**: 1
**Frontier orbital gap**: 9.59 eV
**M**: 88.1 g mol⁻¹
**Net charge**: +1

Each line ends with the Mulliken charge.
Element x y z (Å)
C 0.963 -0.119 1.926  -1.54
C 0.608 -0.254 0.478  1.07
C 1.279 -0.863 -0.474  -0.88
C -1.647 0.593 0.890  -0.17
N -0.670 0.337 0.119  0.14
H 1.082 0.910 2.253  0.38
H 1.896 -0.645 2.082  0.36
H 0.224 -0.642 2.531  0.43
H 0.924 -0.972 -1.489  0.29
H 2.255 -1.284 -0.286  0.26
H -2.636 0.819 0.505  0.27
H -1.459 0.624 1.957  0.27
H -0.833 0.403 -0.893  0.18
H -0.397 1.085 -3.212  0.32
H -0.840 -0.272 -3.589  0.32
O -0.751 0.280 -2.799  -0.69

Version 3
C4H10NO | the ωB97M-V functional and the def2-TZVPD basis

**SMILES**: C=C[C@H]([NH3+])OC
**Spin multiplicity**: 1
**Frontier orbital gap**: 11.21 eV
**M**: 88.1 g mol⁻¹
**Net charge**: +1

Each line ends with the Mulliken charge.
Element x y z (Å)
C -2.379 0.660 -0.111  -0.71
C -1.326 0.344 0.675  -0.13
C 2.166 0.901 -0.220  -0.61
C -0.013 0.051 0.013  -0.02
N 0.055 -1.643 0.040  -0.46
O 1.106 0.525 0.533  -0.35
H -3.436 0.724 0.387  0.22
H -2.399 0.991 -1.085  0.33
H -1.505 -0.030 1.751  0.26
H 2.150 0.415 -1.242  0.34
H 3.190 0.646 0.384  0.23
H 2.183 2.046 -0.327  0.27
H -0.061 0.259 -1.011  0.52
H -0.701 -2.083 -0.427  0.35
H 0.895 -2.013 -0.485  0.35
H 0.075 -1.793 1.126  0.39

Version 4
C4H10NO | the ωB97M-V functional and the def2-TZVPD basis

**Spin multiplicity**: 1
**Frontier orbital gap**: 10.26 eV
**M**: 88.1 g mol⁻¹
**Net charge**: +1

Each line ends with the Mulliken charge.
Element x y z (Å)
C 1.998 -0.268 -0.117  0.44
C 2.922 0.761 0.043  -0.96
C 1.044 -1.022 -0.187  -0.59
C -2.301 -0.738 -0.225  -0.79
N -1.372 0.154 0.419  -0.32
O -1.214 1.459 -0.219  -0.36
H 3.228 1.317 -0.823  0.35
H 3.817 0.257 0.411  0.29
H 2.518 1.541 0.603  0.34
H 1.000 -2.145 -0.115  0.39
H -2.111 1.829 -0.368  0.35
H -0.165 -0.623 0.249  0.52
H -1.903 -1.255 -1.125  0.26
H -2.515 -1.488 0.469  0.40
H -3.266 -0.210 -0.442  0.35
H -1.680 0.433 1.429  0.32

version 2 has the most favorable energy; the next structure is 68.2 kJ/mol above.

Version 1
C4H10NO | the ωB97M-V functional and the def2-TZVPD basis

**SMILES**: C[NH2+][C@H](C)C=O
**Spin multiplicity**: 1
**Frontier orbital gap**: 11.40 eV
**M**: 88.1 g mol⁻¹
**Net charge**: +1

Each line ends with the Mulliken charge.
Element x y z (Å)
O 0.677 2.127 -0.374  -0.44
C 0.364 1.563 0.649  -0.09
C -0.146 0.102 0.569  0.28
N 0.025 -0.474 -0.809  -0.32
C 1.457 -0.900 -1.156  -0.73
C -1.635 0.000 0.992  -1.19
H 0.462 2.042 1.619  0.45
H 0.466 -0.496 1.256  0.31
H -0.691 -1.253 -1.068  0.42
H -0.183 0.303 -1.440  0.39
H 2.153 0.016 -1.039  0.28
H 1.523 -1.355 -2.153  0.35
H 1.772 -1.555 -0.289  0.34
H -2.156 0.960 0.892  0.36
H -1.828 -0.397 2.079  0.30
H -2.260 -0.686 0.272  0.30

Version 2
C4H10NO | the ωB97M-V functional and the def2-TZVPD basis

**Spin multiplicity**: 1
**Frontier orbital gap**: 10.35 eV
**M**: 88.1 g mol⁻¹
**Net charge**: +1

Each line ends with the Mulliken charge.
Element x y z (Å)
C -0.792 2.102 0.627  -0.72
C -1.081 1.123 -0.186  -0.07
C 1.388 -1.026 -0.641  -0.75
C -1.403 -0.206 0.344  0.12
N 0.470 -1.182 0.437  -0.44
O -2.160 -1.014 -0.238  -0.36
H -0.320 3.055 0.421  0.30
H -0.926 1.891 1.707  0.22
H -1.175 1.260 -1.237  0.37
H 1.054 -0.115 -1.212  0.26
H 2.528 -0.937 -0.452  0.30
H 1.275 -1.915 -1.217  0.33
H -1.617 -0.226 1.411  0.41
H 0.348 -2.176 0.732  0.31
H 0.791 -0.464 1.168  0.35
H -2.136 -1.004 -1.195  0.38

Version 3
C4H10NO | the ωB97M-V functional and the def2-TZVPD basis

**Spin multiplicity**: 1
**Frontier orbital gap (alpha / beta)**: 8.62 / 9.09 eV
**M**: 88.1 g mol⁻¹
**Net charge**: +1

Each line ends with the Mulliken charge.
Element x y z (Å)
C 1.578 -1.038 0.593  -0.51
C 0.239 -0.540 0.305  0.37
C -0.018 1.999 0.134  -0.73
C -2.062 -0.777 -0.129  -0.65
N 1.167 -0.970 -0.830  -0.22
O -0.872 -1.207 0.532  -0.31
H 2.357 -0.352 0.897  0.26
H 1.699 -2.043 0.988  0.30
H -0.826 2.045 -0.569  0.35
H 0.979 2.188 -0.212  0.34
H -0.231 2.166 1.173  0.32
H -1.877 -0.549 -1.182  0.36
H -2.466 0.102 0.382  0.29
H -2.767 -1.600 -0.044  0.24
H 1.596 -0.273 -1.435  0.29
H 1.008 -1.857 -1.309  0.30

version 1 has the most favorable energy; the next structure is 126.5 kJ/mol above.

Version 1
C2H6ClN3 | the ωB97M-V functional and the def2-TZVPD basis

**Spin multiplicity**: 1
**Frontier orbital gap**: 8.77 eV
**M**: 107.5 g mol⁻¹

Each line ends with the Mulliken charge.
Element x y z (Å)
C -0.256 -0.031 -1.824  0.71
C 0.738 0.039 1.246  -0.73
N -0.106 1.198 -1.976  -0.53
N -0.694 -0.020 0.693  -0.61
N -0.078 -1.217 -1.835  -0.40
Cl 0.137 -2.292 -0.428  -0.01
H 1.442 0.704 0.766  0.29
H 0.574 0.269 2.274  0.33
H 1.248 -0.940 1.109  0.27
H -0.732 1.953 -1.982  0.26
H -0.977 0.768 0.193  0.17
H -1.297 -0.431 1.763  0.26

Version 2
C2H6ClN3 | the ωB97M-V functional and the def2-TZVPD basis

**SMILES**: [H]/N=C(/N)N(C)Cl
**Spin multiplicity**: 1
**Frontier orbital gap**: 10.07 eV
**M**: 107.5 g mol⁻¹

Each line ends with the Mulliken charge.
Element x y z (Å)
C -0.462 -0.857 -0.103  0.63
C 0.907 1.511 -0.039  -0.56
N -0.022 -2.006 -0.299  -0.73
N -1.745 -0.423 -0.366  -0.36
N 0.193 0.104 0.796  -0.23
Cl 1.416 -0.747 1.729  -0.16
H 2.011 1.479 -0.019  0.27
H 0.591 1.307 -1.097  0.27
H 0.521 2.417 0.561  0.23
H 0.877 -2.277 -0.077  0.25
H -2.318 -0.990 -0.887  0.19
H -1.968 0.481 -0.199  0.19

version 2 has the most favorable energy; the next structure is 205.4 kJ/mol above.

Version 1
CH6N4 | the ωB97M-V functional and the def2-TZVPD basis

**SMILES**: [H]/N=C(/N)NN
**Spin multiplicity**: 1
**Frontier orbital gap**: 9.70 eV
**M**: 74.1 g mol⁻¹

Each line ends with the Mulliken charge.
Element x y z (Å)
C -0.566 0.149 -0.016  0.55
H 2.066 0.495 -0.746  0.25
H 1.853 0.442 0.892  0.27
H 0.552 -1.623 -0.111  0.18
H -1.742 -1.541 0.148  0.19
H -2.612 0.024 0.089  0.24
H 0.348 1.887 -0.235  0.22
N 1.853 -0.108 0.039  -0.78
N 0.592 -0.648 -0.054  0.03
N -1.743 -0.521 -0.022  -0.42
N -0.601 1.444 0.017  -0.74

Version 2
CH6N4 | the ωB97M-V functional and the def2-TZVPD basis

**SMILES**: [H]/N=N/NNC
**Spin multiplicity**: 1
**Frontier orbital gap**: 10.35 eV
**M**: 74.1 g mol⁻¹

Each line ends with the Mulliken charge.
Element x y z (Å)
C -1.498 0.431 0.111  -0.88
N 2.557 0.056 -0.052  -0.67
N 1.344 0.242 -0.295  0.12
N -0.803 -0.840 -0.060  -0.39
N 0.480 -0.606 0.323  0.00
H -1.441 0.591 1.091  0.33
H -0.979 1.164 -0.406  0.38
H -2.519 0.391 -0.356  0.31
H 3.074 0.854 -0.587  0.27
H -0.986 -1.211 -0.952  0.25
H 0.771 -1.072 1.182  0.28

version 1 has the most favorable energy; the next structure is 252.3 kJ/mol above.